Entry 1:
65
Properties=species:S:1:pos:R:3:forces:R:3:lowdin_charge:R:1 method="wB97M-V/def2-TZVPD" e_homo_ha=-0.334 smiles="NC(N)=O.NC(N)=O.NC(N)=O.NC(N)=O.NC(N)=O.NC(N)=O.NC(N)=O.O.O.O" e_lumo_ev=-0.49 de_lowest_kcal_mol=30.0
N 12.86779 -12.65404 -9.57176 0.0 1.1 0.3 0.15
C 12.83217 -11.30081 -9.79810 0.1 -0.6 -1.7 -0.68
N 13.27269 -10.51989 -8.79335 -0.2 0.1 0.1 0.17
O 12.52789 -10.87578 -10.91697 0.3 0.0 0.7 0.00
H 13.08330 -12.97427 -8.64759 -0.1 -0.7 -0.2 0.09
H 12.60671 -13.20254 -10.36852 -0.1 -0.4 0.3 0.10
H 13.48596 -10.92901 -7.90434 0.2 0.4 0.2 0.10
H 13.37787 -9.54209 -8.99606 -0.1 0.0 0.3 0.10
N 17.38320 -4.46056 -6.40144 1.3 -0.2 0.9 0.15
C 16.06075 -4.66452 -6.64533 -0.7 0.5 -0.3 -0.69
N 15.85830 -5.72786 -7.46104 -1.0 -0.6 -0.3 0.17
O 15.17673 -3.94501 -6.19203 0.4 -0.7 -0.1 0.02
H 17.64431 -3.74735 -5.74462 -0.2 0.2 -0.2 0.11
H 18.07695 -4.76585 -7.06314 -0.1 0.1 -0.2 0.07
H 16.53795 -6.41903 -7.74554 0.3 0.3 -0.1 0.06
H 14.90677 -5.92031 -7.72134 0.0 0.1 0.0 0.11
N 19.16065 -13.24855 -6.29028 -0.4 0.7 -0.3 0.18
C 18.07851 -13.28789 -7.11505 -1.1 0.0 0.9 -0.62
N 18.13105 -14.18335 -8.11202 0.4 -0.1 -0.2 0.18
O 17.05640 -12.61150 -6.88491 0.9 -0.3 -0.4 -0.04
H 19.82271 -13.99617 -6.22851 0.1 0.0 0.1 0.11
H 19.08667 -12.55122 -5.56968 0.2 -0.3 0.2 0.11
H 19.02953 -14.57190 -8.33392 -0.2 -0.2 -0.4 0.11
H 17.35643 -14.23320 -8.74768 0.1 -0.1 -0.1 0.12
N 14.51423 -9.39084 -13.61074 0.1 0.1 0.2 0.15
C 15.03746 -8.48394 -12.71947 0.5 0.8 -0.3 -0.67
N 14.77289 -8.78170 -11.40922 0.3 0.3 -0.5 0.16
O 15.65711 -7.49034 -13.08605 -0.5 -0.6 0.4 0.02
H 14.92932 -9.31404 -14.52521 -0.1 -0.2 0.0 0.10
H 14.32145 -10.29955 -13.22792 -0.2 -0.2 -0.4 0.08
H 14.41123 -9.69652 -11.21394 -0.4 0.1 0.5 0.04
H 15.13855 -8.12972 -10.73680 0.1 -0.3 0.2 0.10
N 19.11442 -8.52944 -11.16041 -0.4 0.6 0.1 0.18
C 20.35204 -9.06881 -11.17483 0.4 -1.0 -2.1 -0.68
N 20.60051 -9.99704 -10.19045 -0.2 0.3 1.1 0.13
O 21.11713 -8.91521 -12.13013 -0.2 0.0 0.9 0.00
H 18.90027 -7.93884 -11.94746 0.1 0.2 0.2 0.11
H 18.56667 -8.39179 -10.32060 -0.1 -0.1 -0.1 0.04
H 21.20722 -10.76997 -10.38302 0.2 0.2 -0.2 0.09
H 19.84287 -10.17618 -9.55321 0.0 -0.2 0.0 0.07
N 20.02833 -6.68487 -8.13065 -0.3 -0.5 -0.1 0.16
C 19.74175 -5.52912 -8.79940 -0.6 0.4 -0.6 -0.69
N 20.69782 -4.56468 -8.59533 -0.2 -0.6 0.5 0.15
O 18.73512 -5.35301 -9.47650 0.5 -0.2 0.6 0.03
H 19.37539 -7.45426 -8.18203 -0.1 0.3 -0.1 0.06
H 20.76255 -6.73328 -7.45384 0.1 0.0 0.1 0.09
H 20.64092 -3.67976 -9.05982 0.1 -0.1 -0.2 0.10
H 21.55219 -4.94284 -8.23428 0.5 0.7 -0.2 0.09
N 17.39563 -9.40865 -6.73630 0.5 1.1 0.2 0.17
C 17.06836 -9.25986 -8.05158 1.2 -1.4 -0.4 -0.63
N 16.54103 -10.39248 -8.57277 -0.7 0.2 -0.5 0.17
O 17.38401 -8.32822 -8.81494 -0.3 0.3 1.4 -0.04
H 16.99930 -10.12999 -6.15993 -0.3 -0.2 -0.4 0.07
H 17.95308 -8.71649 -6.22386 -0.6 -0.1 -0.8 0.04
H 16.38258 -11.22051 -8.01878 0.0 0.0 0.0 0.06
H 16.18769 -10.30937 -9.51158 0.0 -0.2 0.0 0.09
O 17.11262 -10.06580 -4.00106 0.2 0.4 0.4 -0.05
H 16.68431 -9.54611 -3.30969 0.0 -0.1 -0.1 0.08
H 17.80350 -9.48894 -4.34534 0.0 0.1 0.1 0.02
O 15.92999 -12.55675 -4.35771 0.2 -0.1 0.1 -0.09
H 16.38490 -12.80989 -5.18245 -0.3 0.3 0.3 -0.02
H 16.40293 -11.76436 -4.05125 -0.2 -0.4 -0.3 -0.02
O 18.57846 -7.36338 -5.28712 0.1 0.3 0.7 -0.06
H 19.04353 -7.32503 -4.44177 0.0 0.1 -0.2 0.07
H 17.99249 -6.58481 -5.28329 0.1 0.0 -0.2 0.05

Entry 2:
52
Properties=species:S:1:pos:R:3:forces:R:3:lowdin_charge:R:1 method="wB97M-V/def2-TZVPD" e_homo_ha=-0.421 e_lumo_ev=-2.37 total_charge=+1 de_lowest_kcal_mol=0.0
C -0.58644 1.05067 3.49853 0.6 -1.7 0.8 -0.05
C -0.66036 1.19376 2.00776 -0.5 1.3 -0.7 -0.34
C -0.23479 -0.06506 1.26628 -0.8 -0.9 -1.7 -0.16
C 1.22751 0.02778 0.89308 -1.1 -0.4 0.3 -0.12
C 1.64912 0.79700 -0.10091 0.9 0.5 -0.2 -0.12
C 3.08891 0.89557 -0.42731 0.1 -0.1 -0.3 -0.18
C 3.59398 1.93442 -1.10499 1.2 -0.4 0.4 0.02
N -2.12024 1.48733 1.61731 1.9 0.8 -0.2 0.18
H -0.88438 1.93052 4.02247 0.0 0.8 0.3 0.07
H 0.46496 0.79046 3.77530 -0.8 0.3 -0.1 0.11
H -1.22699 0.22076 3.90374 0.5 0.6 -0.6 0.11
H -0.05128 2.12894 1.67211 -1.2 -1.8 0.4 0.16
H -0.47071 -0.98088 1.87395 0.4 0.9 -0.4 0.12
H -0.83936 -0.21919 0.26561 1.0 0.6 1.9 0.13
H 1.87412 -0.56358 1.52465 0.5 0.1 -0.2 0.10
H 0.97517 1.46088 -0.68510 0.3 -0.6 0.5 0.12
H 3.72607 0.02022 -0.11212 -0.6 1.3 -0.4 0.10
H 4.66656 2.03790 -1.32617 -0.5 -0.4 0.2 0.07
H 3.04903 2.80960 -1.40708 -0.7 0.0 0.0 0.06
H -2.47379 2.16917 2.25778 -0.4 0.8 0.2 0.15
H -2.72354 0.68345 1.65360 -0.4 -1.1 -0.1 0.08
H -2.13398 1.82698 0.62018 -0.4 -0.1 0.6 0.09
H -1.10056 4.26064 -0.22512 -0.1 0.8 -0.2 0.06
H -0.87097 2.93283 -0.91829 0.4 -1.0 -2.9 -0.05
O -0.97542 3.33214 -0.09772 -0.1 0.7 3.2 -0.01
H 3.78630 -3.03185 -0.25003 0.0 0.0 0.1 0.10
H 4.08405 -1.97285 0.82104 0.6 0.2 0.3 0.07
O 3.37315 -2.40355 0.35809 -0.2 -0.4 -0.5 -0.03
H -0.83983 2.82873 -3.31135 0.0 0.0 -0.1 0.09
H -0.55325 1.37534 -2.80031 0.0 0.2 -0.2 0.02
O -0.95335 2.24098 -2.55908 0.3 0.1 -0.2 -0.06
H -2.63074 0.32532 -1.14928 -0.3 0.6 0.3 0.01
H -2.42699 1.74102 -1.64340 0.3 0.6 -0.8 0.00
O -2.84917 1.26590 -0.93910 -0.4 -1.0 0.5 -0.07
H 0.04488 -3.06328 0.33335 -0.4 -0.4 -0.7 0.05
H -0.69108 -4.04299 -0.67532 -0.1 -0.5 0.0 0.09
O -0.40260 -3.13930 -0.57004 0.6 0.4 1.0 -0.06
H 0.57474 -0.82811 -2.78658 -1.0 1.1 0.2 0.08
H -0.16602 -0.54295 -4.03829 -0.4 -0.8 -3.6 0.04
O -0.18233 -0.22287 -3.18895 1.6 -0.4 3.3 -0.06
H 2.01319 -2.84972 1.29187 -1.0 -0.2 0.3 0.02
H 1.26914 -3.83909 2.27717 -0.6 1.8 -1.4 0.12
O 1.10157 -3.04467 1.66179 1.4 -1.7 1.2 -0.10
H 2.09504 -1.53483 -1.33529 0.7 0.6 0.6 0.00
H 0.89190 -2.49187 -1.44407 0.9 1.1 -1.3 0.06
O 1.50681 -1.87211 -1.99729 -1.6 -1.6 0.4 -0.06
H -3.08867 -1.16375 0.24986 -0.5 0.2 0.5 0.03
H -4.45831 -0.98745 1.01031 1.1 0.0 0.0 0.09
O -3.48169 -0.90892 1.11442 -0.7 -0.4 -0.5 -0.06
H -1.54163 -1.91531 -1.10479 1.2 -1.6 0.7 -0.03
H -1.43124 -0.86577 -2.25771 -0.5 -0.5 0.8 0.04
O -2.00647 -1.21835 -1.51451 -1.0 1.8 -1.5 -0.08

Entry 3:
51
Properties=species:S:1:pos:R:3:forces:R:3:lowdin_charge:R:1 method="wB97M-V/def2-TZVPD" e_homo_ha=-0.340 smiles=CCO.CO.CO.CO.CO.CO.O.O.O.O e_lumo_ev=0.03 de_lowest_kcal_mol=95.2
C 17.61737 -5.94198 6.92830 0.4 0.3 0.2 -0.09
C 16.70498 -7.11240 7.18752 0.5 0.2 -0.7 -0.35
O 15.72328 -6.71181 8.09056 -0.9 0.2 0.4 -0.07
H 18.43714 -6.21027 6.26189 0.1 -0.1 0.1 0.07
H 18.00928 -5.57831 7.87817 0.3 -0.1 0.0 0.08
H 17.12415 -5.07751 6.48386 -0.4 -0.2 -0.1 0.07
H 17.24740 -7.95793 7.61057 0.3 -0.1 -0.2 0.09
H 16.24692 -7.42099 6.24781 0.0 -0.2 -0.2 0.11
H 14.98586 -7.30883 7.94430 -0.3 0.0 0.3 0.09
C 17.65989 -12.37746 2.41077 0.1 -0.5 -0.9 -0.14
O 18.61006 -13.07902 1.58668 0.0 0.0 0.7 -0.13
H 16.67165 -12.49977 1.96746 -0.2 0.3 0.1 0.08
H 17.61584 -12.85019 3.39194 0.4 0.1 -0.1 0.05
H 17.92215 -11.32242 2.48954 -0.1 0.0 0.2 0.08
H 18.54029 -12.78626 0.67507 -0.2 0.1 0.1 0.07
C 21.28953 -11.41958 3.85941 -0.3 -0.2 0.1 -0.13
O 21.19902 -10.42742 4.86848 0.1 0.3 0.1 -0.13
H 20.87270 -11.07653 2.91248 -0.1 -0.1 0.0 0.08
H 22.31107 -11.75976 3.68960 0.1 0.0 0.1 0.08
H 20.69342 -12.24583 4.24679 0.1 -0.1 -0.3 0.08
H 21.46350 -9.57269 4.52049 0.1 0.0 0.0 0.09
C 14.92873 -13.38499 5.02881 -0.4 -0.4 0.6 -0.12
O 14.10726 -12.23916 4.76111 0.4 -0.6 0.0 -0.12
H 15.96769 -13.26040 4.72362 -0.2 -0.1 -0.4 0.05
H 14.97710 -13.60278 6.09573 -0.1 0.8 0.3 0.08
H 14.44018 -14.30251 4.70085 0.3 0.0 -0.9 0.08
H 14.27682 -11.93338 3.86705 0.0 0.0 0.0 0.09
C 17.87675 -10.80570 6.01032 0.5 -0.1 -0.4 -0.11
O 19.10613 -10.71606 6.73304 -0.7 0.1 0.7 -0.14
H 17.06229 -10.47529 6.65498 0.0 -0.3 0.0 0.06
H 17.86318 -10.20139 5.10328 0.2 0.4 0.0 0.08
H 17.74150 -11.82818 5.65770 -0.3 -0.2 0.3 0.06
H 19.88321 -10.58626 6.18450 0.1 0.0 -0.6 0.04
C 16.52200 -9.50216 9.96437 -1.2 0.2 0.7 -0.16
O 17.02519 -10.14282 11.13265 0.6 0.3 -0.3 -0.11
H 16.33035 -8.45301 10.18944 0.2 0.0 0.1 0.08
H 17.12690 -9.50762 9.05764 0.4 -0.4 0.2 0.06
H 15.54955 -9.96372 9.79285 -0.1 0.1 -0.7 0.08
H 17.56414 -10.87717 10.82958 0.2 -0.1 0.1 0.03
O 16.09489 -12.30116 8.66990 -0.6 -0.3 -0.2 -0.04
H 16.14783 -13.25687 8.66304 0.0 -0.2 0.0 0.06
H 16.94943 -12.01579 8.99325 0.6 0.1 0.2 -0.01
O 18.82371 -11.69970 9.31863 -0.3 -0.3 0.9 -0.04
H 19.48768 -12.38861 9.29087 0.1 -0.2 0.1 0.06
H 18.91145 -11.24785 8.47936 0.3 0.5 -1.0 0.00
O 14.33704 -10.83677 7.06991 -0.2 0.7 0.2 -0.07
H 14.14216 -11.26933 6.23855 -0.2 0.0 -0.4 -0.03
H 14.83297 -11.48651 7.56803 0.4 -0.1 0.5 -0.03
O 18.36992 -14.72619 6.08581 -0.2 0.2 0.1 -0.05
H 18.59130 -14.78956 5.15672 0.1 0.0 -0.3 0.03
H 18.99000 -15.31150 6.52073 0.1 -0.2 0.1 0.03

Entry 4:
59
Properties=species:S:1:pos:R:3:forces:R:3:lowdin_charge:R:1 method="wB97M-V/def2-TZVPD" e_homo_ha=-0.342 e_lumo_ev=0.14 de_lowest_kcal_mol=58.4
C 2.83250 -0.70310 1.91090 1.5 0.3 0.1 -0.06
C 1.33386 -0.89787 2.02411 -0.3 0.2 0.5 -0.44
C 0.52242 -0.24621 0.92630 1.5 0.4 -1.4 -0.15
C 0.63581 1.27928 0.66399 -0.8 0.2 1.3 -0.13
C -0.56548 2.59351 2.41667 -0.3 -0.1 -0.1 0.03
C 0.58416 2.16679 1.89559 -0.4 0.2 0.6 -0.36
C 1.84658 2.68236 2.51725 1.0 0.4 -0.7 -0.06
N 0.95521 -2.32107 2.01258 0.1 0.4 0.6 0.02
H 3.33807 -1.33051 1.16977 -0.5 0.0 -0.4 0.08
H 3.15991 0.32020 1.73148 -0.4 0.1 -0.4 0.05
H 3.42445 -0.92410 2.80993 -0.7 -0.3 0.3 0.08
H 1.02478 -0.44507 2.97528 0.0 -0.2 0.1 0.13
H 0.95552 -0.65404 0.00533 -0.3 -0.2 0.0 0.08
H -0.51228 -0.56348 0.90506 -0.2 0.0 0.4 0.10
H -0.29041 1.50966 0.13503 0.3 0.1 -0.5 0.11
H 1.51574 1.56972 0.09709 0.0 -0.2 -0.3 0.10
H -0.59488 3.24109 3.28415 0.1 0.0 0.1 0.06
H -1.53717 2.32922 2.01133 0.1 -0.1 -0.1 0.06
H 1.73927 3.10076 3.51451 -0.2 -0.2 0.1 0.08
H 2.25302 3.49296 1.89540 -0.2 0.1 0.0 0.09
H 2.68537 1.99086 2.49701 -0.2 -0.3 0.3 0.05
H 1.15269 -2.71019 1.09492 -0.1 0.0 0.3 0.05
H 1.49497 -2.80783 2.72002 0.2 -0.2 -0.2 0.09
H -4.51053 1.00439 -2.09784 -0.3 0.3 -0.1 0.03
H -3.76115 0.89717 -0.85318 0.1 0.3 0.2 0.02
O -4.37595 1.50968 -1.28713 0.2 -0.5 0.0 -0.07
H 2.17699 -2.94755 -2.54363 0.0 0.1 0.0 0.03
H 2.75720 -1.68910 -3.18791 -0.1 0.0 0.1 0.03
O 2.18053 -2.44320 -3.36207 0.4 -0.1 -0.4 -0.06
H -2.15467 -1.05582 2.29446 -0.6 0.1 0.5 -0.01
H -3.52628 -0.28947 2.39615 0.2 -0.1 0.3 0.04
O -2.96814 -0.81369 1.81993 0.1 -0.1 -0.9 -0.07
H 0.45898 1.45304 -4.18690 0.5 0.5 0.6 0.01
H 1.27315 0.42332 -4.78399 0.8 -0.2 0.1 0.05
O 1.36949 1.10303 -4.10228 -1.1 -0.3 -0.7 -0.06
H -0.05192 -1.78990 -2.71510 0.4 0.4 -0.3 0.06
H 0.02576 -2.28941 -1.35760 0.0 0.4 0.7 0.03
O 0.18644 -1.46087 -1.83674 -0.5 -0.8 -0.3 -0.08
H -2.18633 0.64511 -3.00573 -0.7 0.2 0.3 0.03
H -1.17886 -0.03535 -2.27842 0.2 -0.6 1.0 0.00
O -2.14024 0.04949 -2.23960 0.3 0.3 -1.1 -0.07
H 0.29162 -4.76048 0.69964 0.5 0.3 0.2 0.06
H -0.64340 -4.48016 -0.37361 -0.1 0.6 -0.4 0.05
O 0.16132 -4.09526 0.00918 -0.6 -1.2 -0.2 -0.07
H -0.58940 -1.39517 4.11890 -0.2 0.0 0.2 0.03
H -0.74452 -2.38935 3.02295 0.0 0.0 0.1 0.01
O -1.25533 -1.99879 3.76612 0.4 0.1 -0.3 -0.08
H -2.66383 3.58105 -1.31604 0.0 -0.1 0.6 0.04
H -1.62527 4.31175 -0.35506 -0.4 -0.2 0.2 0.05
O -1.85363 4.10029 -1.26206 0.2 0.4 -0.5 -0.05
H -3.00836 -2.33825 -1.57536 0.0 0.3 0.5 0.02
H -3.16071 -2.74804 -0.04736 0.0 0.6 -0.2 0.02
O -2.94944 -3.05658 -0.93453 0.3 -0.7 -0.2 -0.06
H -0.05696 2.78000 -2.65620 0.2 -0.7 0.0 0.06
H -1.26892 3.41877 -3.01146 -0.6 -0.2 -0.2 0.03
O -0.84002 2.56752 -3.18599 0.6 0.6 0.0 -0.07
H 2.65832 -0.00019 -1.09946 0.3 -0.1 0.4 0.00
H 2.73795 0.91468 -2.22279 0.4 0.3 -0.2 0.01
O 3.28202 0.64439 -1.46297 -0.9 -0.3 -0.4 -0.06

Entry 5:
17
Properties=species:S:1:pos:R:3:forces:R:3:lowdin_charge:R:1 method="wB97M-V/def2-TZVPD" e_homo_ha="-0.333 / -0.333" e_lumo_ev="-2.34 / -2.34"
C 2.26683 -0.57039 0.63179 -1.1 0.0 -0.1 -0.25
C -1.91035 -0.30771 0.17033 -0.9 0.6 0.4 -0.20
C -1.42167 0.74964 0.96754 -4.3 0.1 -1.1 -0.13
C 0.19773 -1.48293 -0.16269 -1.1 3.2 0.1 -0.07
C -1.16284 -1.32955 -0.33933 -1.8 0.3 -0.3 -0.76
C -0.23255 1.14524 1.28297 4.2 2.4 3.8 -0.24
C 0.98566 -0.40254 0.07638 0.5 1.5 -0.8 -0.33
N 3.18337 -0.67040 1.29179 2.0 -0.2 1.0 0.22
O 0.59270 1.75283 1.88025 -1.9 -1.4 -1.8 0.20
O 1.97152 0.32898 -2.17764 -0.9 0.5 1.2 -0.32
O 1.77014 2.20424 -0.62140 -0.7 -0.2 0.7 -0.28
S 1.22315 0.99088 -1.11972 1.7 -1.2 -2.7 0.40
Cl -0.58696 1.32660 -1.92049 -0.1 0.5 -0.4 0.54
Br -2.23718 -2.56907 -1.19128 -0.2 -1.4 -0.7 0.82
H -3.06623 -0.27149 0.04870 2.4 -0.4 0.1 0.15
H -2.25085 1.45752 1.22340 1.1 -0.5 0.5 0.16
H 0.67753 -2.35186 -0.04061 1.2 -3.7 0.3 0.10

Entry 6:
20
Properties=species:S:1:pos:R:3:forces:R:3:lowdin_charge:R:1 method="wB97M-V/def2-TZVPD" e_homo_ha=-0.461 e_lumo_ev=-5.25 total_charge=+1
Y 0.07200 -1.06649 1.95111 1.4 1.9 -1.4 1.66
Cl 1.26612 0.77203 -1.51022 -0.2 -0.9 0.4 0.74
C -0.34323 0.13782 -1.20709 0.1 1.4 -1.3 -0.65
C -0.63229 -0.82245 -0.27603 2.2 -0.3 1.0 -0.32
C -1.92147 -1.07819 -0.09036 -3.3 -0.2 0.5 -0.66
Cl -2.38714 -2.17665 1.29963 0.7 -0.3 0.3 0.60
C -3.05225 -0.45795 -0.65561 1.6 0.8 -0.6 -0.70
Cl -4.61864 -0.94758 -0.20659 -0.2 0.5 -0.4 0.74
C -2.70785 0.61527 -1.54635 -0.5 -1.8 0.7 -0.70
Cl -3.91116 1.61399 -2.16053 -0.5 0.2 -0.3 0.78
C -1.36750 0.80639 -1.89133 0.7 1.3 0.0 -0.64
Cl -0.92711 2.14409 -2.94838 -0.7 -0.9 0.4 0.69
N 2.44323 -1.11417 1.07533 -1.8 -2.8 -1.1 -0.07
N 3.09888 0.02570 1.32006 1.6 4.4 0.8 -0.02
C 2.28700 1.19896 1.51830 -0.4 -0.3 0.3 -0.71
O 2.59277 2.35107 1.44030 1.1 -0.7 -0.2 0.14
O 1.09523 0.78775 1.81372 -3.3 -1.5 1.3 -0.22
H 3.00984 -1.91236 1.30456 0.5 -0.3 0.3 0.12
H 2.20442 -1.24416 0.08342 0.0 0.3 0.0 0.08
H 3.79916 0.36695 0.68606 0.8 -0.9 -0.5 0.15

Number 1: M 474.4 g/mol, total energy -49154.662 eV. Number 2: M 292.3 g/mol, total energy -29771.037 eV. Number 3: M 278.3 g/mol, total energy -28283.225 eV. Number 4: M 329.4 g/mol, total energy -33951.762 eV. Number 5: M 296.5 g/mol, total energy -108334.983 eV. Number 6: M 413.3 g/mol, total energy -78031.293 eV.